{"formula": "C18H28N2O2", "method": "ωB97M-V/def2-TZVPD", "homo_lumo_gap_ev": 8.234, "homo_ha": -0.276, "e_tot_ev": -26195.7925, "symbols": ["O", "O", "N", "N", "C", "C", "C", "C", "C", "C", "C", "C", "C", "C", "C", "C", "C", "C", "C", "C", "C", "C", "H", "H", "H", "H", "H", "H", "H", "H", "H", "H", "H", "H", "H", "H", "H", "H", "H", "H", "H", "H", "H", "H", "H", "H", "H", "H", "H", "H"], "positions_angstrom": [[-0.418, -1.235, -1.269], [1.254, 2.108, 1.621], [-0.060, 1.501, -2.021], [1.931, 1.375, -0.379], [0.371, 2.810, -1.565], [-1.302, -3.132, -2.544], [-1.266, 0.983, -1.576], [1.773, 2.706, -0.927], [-0.420, -0.017, 2.951], [-3.800, 0.134, -0.698], [-2.749, -0.762, -0.792], [-2.355, 1.857, -1.495], [1.024, -2.051, 3.030], [2.068, 0.394, -1.430], [1.498, -0.287, 1.352], [-3.599, 1.451, -1.058], [-0.637, -2.630, -1.267], [1.526, 1.162, 0.905], [1.010, -0.537, 2.790], [-1.492, -0.366, -1.221], [1.028, 0.714, -2.537], [1.934, 0.141, 3.801], [-0.329, 3.170, -0.811], [0.831, -0.826, 0.677], [-4.763, -0.206, -0.350], [1.502, 1.305, -3.330], [0.367, -2.561, 2.328], [0.392, 3.521, -2.402], [2.029, -2.453, 2.914], [-2.218, 2.881, -1.806], [-2.286, -2.685, -2.667], [0.368, -3.056, -1.179], [1.938, 1.215, 3.639], [-1.081, -0.474, 2.217], [2.564, 2.871, -1.663], [2.506, -0.696, 1.236], [-1.407, -4.213, -2.501], [0.683, -2.275, 4.039], [-0.796, -0.248, 3.946], [-0.443, 1.059, 2.814], [3.084, 0.451, -1.841], [2.952, -0.231, 3.700], [-0.695, -2.871, -3.408], [1.595, -0.057, 4.815], [-1.211, -2.938, -0.384], [-2.922, -1.786, -0.499], [-4.409, 2.163, -1.009], [0.646, -0.202, -2.980], [1.906, -0.607, -1.045], [1.875, 3.429, -0.118]]}